Version a
{"formula": "C4H12N2", "method": "the ωB97M-V functional and the def2-TZVPD basis", "lumo_ha": 0.0460, "homo_energy_ev": -8.508, "smiles": "CCCNCN", "species": ["C", "C", "C", "N", "C", "N", "H", "H", "H", "H", "H", "H", "H", "H", "H", "H", "H", "H"], "coordinates": [[-1.71831, 0.53812, -1.58074], [-0.58578, -0.51951, -1.34451], [-0.58378, -0.72137, 0.26364], [-0.05033, 0.30554, 1.05440], [1.25589, 0.06353, 1.67988], [2.37708, 0.32718, 0.67209], [-1.61159, 1.39172, -0.94805], [-2.68751, 0.03308, -1.10822], [-1.85215, 0.74596, -2.62232], [-0.72448, -1.40560, -1.90362], [0.33003, -0.16788, -1.70833], [-0.06230, -1.75391, 0.43509], [-1.50023, -1.00155, 0.62321], [-0.47060, 1.22390, 0.95362], [1.27324, 0.62097, 2.54678], [1.27195, -1.06949, 1.93354], [3.24751, 0.30808, 0.96058], [2.09136, 1.08123, 0.09297]]}



Version b
{"formula": "C4H12N2", "method": "the ωB97M-V functional and the def2-TZVPD basis", "lumo_ha": 0.0368, "homo_energy_ev": -7.661, "smiles": "C=CN.CCN", "species": ["C", "C", "N", "H", "H", "H", "H", "H", "C", "C", "N", "H", "H", "H", "H", "H", "H", "H"], "coordinates": [[-2.28707, -3.53011, 0.12641], [-1.38908, -2.57091, -0.19754], [-1.68897, -1.42013, -0.88206], [-3.21421, -3.47779, -0.43085], [-2.11295, -4.21368, 0.93847], [-0.35152, -2.60753, 0.11145], [-2.57277, -1.18968, -1.29508], [-0.89888, -0.80641, -0.95323], [1.97597, 2.41096, 1.11013], [1.49231, 1.31851, 0.13245], [0.55184, 1.88865, -0.82565], [2.36047, 3.24273, 0.50837], [2.70011, 1.95339, 1.78667], [1.20007, 2.93331, 1.67952], [0.99873, 0.56208, 0.75523], [2.37707, 0.89782, -0.33603], [0.04608, 2.67128, -0.44656], [0.81280, 1.93752, -1.78171]]}



What are the relative energies? In kcal/mol: version a 12.4; version b 0.0.



Version a
{"formula": "C6H7FS", "method": "the ωB97M-V functional and the def2-TZVPD basis", "lumo_ha": -0.0040, "homo_energy_ev": -9.015, "species": ["C", "C", "C", "C", "C", "C", "H", "H", "H", "H", "H", "H", "H", "F", "S"], "coordinates": [[0.76831, 0.19673, 0.04528], [0.22059, -0.91103, -0.99707], [-1.19584, -0.15260, -0.58805], [-1.29666, -0.44967, 0.85271], [-0.03651, -0.09327, 1.32999], [-0.21237, 1.09740, -0.64429], [2.63815, 0.63264, 1.74699], [0.58037, -0.79117, -1.95251], [0.12939, -1.93834, -0.60573], [-1.92403, -0.14999, -1.34378], [-2.17458, -0.87117, 1.47221], [0.32086, -0.31934, 2.35920], [0.11599, 1.22786, -1.76239], [-0.49838, 2.23612, 0.08006], [2.56471, 0.28582, 0.00738]]}



Version b
{"formula": "C6H7FS", "method": "the ωB97M-V functional and the def2-TZVPD basis", "lumo_ha": 0.0287, "homo_energy_ev": -8.989, "species": ["C", "C", "C", "C", "C", "C", "H", "H", "H", "H", "H", "H", "H", "F", "S"], "coordinates": [[-0.00128, 0.99648, 0.94958], [0.58548, 0.34816, -0.26050], [1.90273, -0.49848, -0.02128], [-0.30908, -0.68338, -0.82504], [-1.65497, -0.76032, -0.40906], [-2.83508, -0.54771, -0.24232], [0.64043, 1.85110, 1.27349], [-0.86061, 1.54473, 0.65924], [-0.15586, 0.33150, 1.75583], [2.40228, -0.35809, 0.95297], [2.57602, -0.29701, -0.87580], [-0.10527, -0.97090, -1.91830], [-3.74908, -0.28602, 0.21809], [0.78737, 1.31569, -1.18028], [0.77691, -1.98576, -0.07662]]}



What are the relative energies? In kcal/mol: version a 35.6; version b 0.0.



Version a
{"formula": "C3H12O4", "method": "the ωB97M-V functional and the def2-TZVPD basis", "lumo_ha": 0.0165, "homo_energy_ev": -9.435, "smiles": "C=CCO.O.O.O", "species": ["C", "C", "C", "O", "H", "H", "H", "H", "H", "H", "O", "H", "H", "O", "H", "H", "O", "H", "H"], "coordinates": [[2.03588, 0.81179, -1.74527], [0.76944, 0.30451, -1.90870], [0.45043, -1.08538, -1.27666], [-0.88153, -1.09470, -0.74469], [2.27357, 1.70125, -2.35029], [2.77270, 0.09149, -1.20460], [-0.13857, 0.77296, -2.40650], [1.22092, -1.72139, -0.72626], [0.23475, -1.76465, -2.29603], [-0.89454, -1.49624, 0.14878], [-1.20373, 1.69903, 0.04686], [-1.79703, 1.72091, -0.68603], [-0.95509, 0.79216, 0.12952], [0.59779, 0.82026, 2.49181], [1.60340, 0.66081, 2.69082], [0.79760, 1.31591, 1.66845], [-1.28629, -1.42674, 1.92633], [-1.97270, -1.25850, 2.60717], [-0.48944, -0.98303, 2.24618]]}



Version b
{"formula": "C3H12O4", "method": "the ωB97M-V functional and the def2-TZVPD basis", "lumo_ha": 0.0219, "homo_energy_ev": -8.863, "smiles": "C=C(C)O.O.O.O", "species": ["C", "C", "C", "O", "H", "H", "H", "H", "H", "H", "O", "H", "H", "O", "H", "H", "O", "H", "H"], "coordinates": [[-0.69071, -2.04625, 3.10821], [-1.09282, -1.13228, 2.23632], [-2.24308, -0.19176, 2.28971], [-0.47510, -1.04817, 0.98596], [-1.16667, -2.12165, 4.07415], [0.24063, -2.57211, 3.01543], [-2.17557, 0.51540, 3.10400], [-3.18067, -0.74366, 2.33239], [-2.24708, 0.39987, 1.37253], [-0.15870, -1.94480, 0.81235], [0.16135, 1.48380, -0.54739], [0.92962, 0.99583, -0.23075], [0.56735, 2.11209, -1.16004], [3.63819, 1.36406, -1.37846], [4.26875, 1.84448, -1.92532], [4.16616, 0.99922, -0.66292], [0.09709, 0.96365, -5.72332], [-0.48924, 0.93890, -6.48472], [-0.14950, 0.18340, -5.21815]]}



Version c
{"formula": "C3H12O4", "method": "the ωB97M-V functional and the def2-TZVPD basis", "lumo_ha": 0.0178, "homo_energy_ev": -10.156, "smiles": "C=CCO.O.O.O", "species": ["C", "C", "C", "O", "H", "H", "H", "H", "H", "H", "O", "H", "H", "O", "H", "H", "O", "H", "H"], "coordinates": [[-1.75252, -2.16306, 1.25155], [-1.63108, -1.24316, 0.31614], [-1.23054, 0.18280, 0.57610], [0.14865, 0.17373, 1.00009], [-1.89982, -3.20507, 0.97047], [-1.79962, -2.09186, 2.32825], [-1.68888, -1.48981, -0.73708], [-1.30205, 0.77167, -0.33584], [-1.83017, 0.64893, 1.36030], [0.46948, 1.07441, 1.16934], [1.61695, -0.90700, -1.12746], [1.78418, -1.61263, -0.49747], [1.05932, -0.32863, -0.56692], [0.05362, 1.73266, -2.50405], [0.36048, 1.04383, -3.09229], [0.20366, 1.62415, -1.56678], [2.27287, 1.97658, 0.81523], [2.14415, 2.41813, -0.03275], [3.02131, 1.39434, 0.67318]]}



Version d
{"formula": "C3H12O4", "method": "the ωB97M-V functional and the def2-TZVPD basis", "lumo_ha": 0.0195, "homo_energy_ev": -8.997, "smiles": "C/C=C/O.O.O.O", "species": ["C", "C", "C", "O", "H", "H", "H", "H", "H", "H", "O", "H", "H", "O", "H", "H", "O", "H", "H"], "coordinates": [[-2.10461, -2.81150, -1.44075], [-1.89892, -1.82407, -0.33238], [-0.87350, -0.98236, -0.32082], [-0.77894, 0.05573, 0.58609], [-1.83416, -3.83904, -1.15255], [-1.40340, -2.69029, -2.27528], [-3.15443, -2.82993, -1.75254], [-2.70508, -1.71403, 0.38541], [-0.05702, -1.02101, -1.05244], [-1.26657, 0.83059, 0.28887], [1.62712, 4.00978, 0.15044], [2.02323, 4.85400, -0.10098], [1.33703, 4.16927, 1.06134], [0.21401, 3.10722, 2.60945], [0.10813, 3.78964, 3.28834], [-0.70466, 2.93169, 2.38086], [2.80495, -2.83429, -1.45445], [2.64391, -2.15494, -2.12263], [3.54529, -3.24244, -1.93471]]}



What are the relative energies? In kcal/mol: version a 24.1; version b 0.0; version c 4.6; version d 8.2.



Version a
{"formula": "C3H12O4", "method": "the ωB97M-V functional and the def2-TZVPD basis", "lumo_ha": 0.0176, "homo_energy_ev": -9.162, "smiles": "C=C(C)O.O.O.O", "species": ["C", "C", "C", "O", "H", "H", "H", "H", "H", "H", "O", "H", "H", "O", "H", "H", "O", "H", "H"], "coordinates": [[-0.59730, -1.13052, 2.60360], [-0.04393, -0.23317, 1.77526], [1.28755, 0.41947, 2.10934], [-0.47931, 0.04612, 0.50915], [-0.24465, -1.08643, 3.61757], [-1.26919, -1.87982, 2.26231], [1.97833, -0.40113, 2.25388], [1.36023, 1.06331, 2.97698], [1.64256, 0.92550, 1.21248], [-1.37479, -0.31246, 0.48660], [0.95411, -0.46875, -2.10688], [1.19458, -0.27154, -1.19250], [1.79250, -0.28185, -2.54814], [-3.21214, 2.76186, 2.46293], [-2.51678, 3.01634, 1.84834], [-2.94803, 1.92022, 2.85171], [1.95174, -1.58877, -5.93594], [1.80629, -2.51458, -6.16169], [1.24175, -1.41673, -5.30363]]}



Version b
{"formula": "C3H12O4", "method": "the ωB97M-V functional and the def2-TZVPD basis", "lumo_ha": 0.0179, "homo_energy_ev": -8.459, "smiles": "C/C=C/O.O.O.O", "species": ["C", "C", "C", "O", "H", "H", "H", "H", "H", "H", "O", "H", "H", "O", "H", "H", "O", "H", "H"], "coordinates": [[1.02729, 2.00258, 2.93373], [0.16989, 1.27506, 1.93728], [0.65634, 0.55980, 0.93295], [-0.01818, 0.39778, -0.23907], [1.97418, 2.33605, 2.50716], [1.22562, 1.36603, 3.80280], [0.61300, 2.91984, 3.34538], [-0.86985, 1.57635, 1.83832], [1.67902, 0.25196, 0.96304], [0.54912, -0.09619, -0.84381], [1.07081, -1.39693, -2.48378], [1.08280, -1.93451, -3.27715], [0.97704, -1.98856, -1.73292], [0.00141, -2.59715, -0.00765], [-0.72745, -2.19871, -0.50027], [-0.09036, -2.15705, 0.84678], [-2.50366, 0.72002, -2.05104], [-3.15476, 1.20010, -1.54105], [-2.51659, -0.23061, -2.02087]]}



Version c
{"formula": "C3H12O4", "method": "the ωB97M-V functional and the def2-TZVPD basis", "lumo_ha": 0.0092, "homo_energy_ev": -10.144, "smiles": "CCC=O.O.O.O", "species": ["C", "C", "C", "O", "H", "H", "H", "H", "H", "H", "O", "H", "H", "O", "H", "H", "O", "H", "H"], "coordinates": [[0.23957, -2.04151, 2.28573], [-0.17646, -2.67577, 0.96926], [0.75931, -1.94452, -0.02604], [1.46977, -2.56452, -0.79208], [0.13001, -0.87438, 2.44290], [1.27729, -2.06069, 2.57472], [-0.43317, -2.55013, 3.19763], [-0.01079, -3.77331, 1.04434], [-1.32300, -2.45141, 0.75876], [0.67636, -0.85950, 0.06988], [1.70439, 2.30571, -1.20601], [2.16124, 1.49181, -1.28980], [0.84289, 2.00451, -1.52152], [-2.58983, 5.30646, 0.86128], [-2.43940, 4.33664, 0.44528], [-1.99656, 5.47567, 1.60607], [-0.45333, 0.30508, -3.73678], [0.02376, 1.00973, -4.22452], [0.13794, -0.43989, -3.45911]]}



What are the relative energies? In kcal/mol: version a 0.0; version b 2.5; version c 18.7.